DFT (ωB97M-V/def2-TZVPD) results for a 4-piece molecular cluster, CH9NO5 overall in a non-equilibrium geometry.

```
16
Properties=species:S:1:pos:R:3:forces:R:3
N -0.695 1.604 -0.222 -0.12 -0.38 -0.55
C -1.358 1.067 0.817 -1.23 -0.88 1.92
O -1.620 1.536 1.909 0.65 0.50 -0.83
O -1.737 -0.227 0.564 0.63 0.29 -1.54
H -0.759 1.105 -1.100 0.34 0.01 0.03
H -0.589 2.593 -0.304 -0.06 0.37 0.34
H -1.906 -0.665 1.393 -0.22 0.08 0.69
O 0.904 -2.391 -0.375 0.10 -0.23 -0.49
H 0.055 -1.982 -0.170 0.28 0.04 0.43
H 1.553 -2.038 0.255 -0.65 0.18 -0.15
O 1.193 -0.346 1.431 0.40 -0.23 0.98
H 1.059 0.464 0.931 0.10 0.28 0.05
H 1.479 -0.113 2.337 -0.30 0.08 -0.88
O 0.746 0.115 -2.293 0.40 1.32 -1.32
H 1.120 0.033 -3.198 -0.46 -0.13 1.05
H 0.557 -0.753 -1.975 0.16 -1.31 0.29
```
Forces are in eV/Å.

Values from the calculation:
- Structure (SMILES): NC(=O)O.O.O.O
- Lowest unoccupied orbital energy: 0.51 eV
- Charge: 0
- HOMO energy: -10.6011 eV
- ΔE to the lowest compared entry with this formula, charge and spin: 20.21 kJ/mol
- DFT total energy: -474.49743 Ha

DFT (ωB97M-V/def2-TZVPD) results for C21H45AuOP3S as an isolated structure in a non-equilibrium geometry.

```
72
Properties=species:S:1:pos:R:3:forces:R:3
Au 0.118 0.022 -0.549 -0.45 1.07 -0.03
P -0.723 1.931 0.954 -0.18 0.34 0.20
P -2.159 -0.696 -0.863 -1.12 -0.42 -0.42
P 2.303 0.954 -0.549 0.75 0.29 0.14
H 0.111 -2.357 -8.237 0.39 -0.04 0.03
C 1.164 -2.527 -7.988 0.09 -0.46 -0.19
C 1.523 -3.690 -7.430 -0.07 0.07 -0.58
H 0.756 -4.441 -7.201 0.42 0.26 -0.04
C -1.136 3.398 -0.052 0.18 -0.20 -0.21
C -2.223 1.639 1.938 -0.10 -0.45 0.00
C 0.421 2.510 2.242 0.30 -0.15 0.07
C -2.336 -2.086 -2.018 0.49 -0.06 -0.11
C -3.039 -1.296 0.610 0.11 -0.08 0.67
C -3.236 0.581 -1.613 0.32 0.12 -0.03
C 3.440 0.291 -1.798 -0.13 -0.12 -0.05
C 3.190 0.694 1.006 -0.23 -0.10 0.18
C 2.282 2.739 -0.888 0.06 -0.09 -0.07
H 1.873 -1.768 -8.331 -0.16 -0.33 0.17
H 2.568 -3.997 -7.316 -0.40 0.26 0.14
H -1.423 4.226 0.614 0.09 -0.29 -0.14
H -1.973 3.169 -0.725 0.24 0.11 0.18
H -0.272 3.701 -0.658 -0.33 0.00 0.15
H -2.391 2.509 2.588 0.10 -0.16 -0.22
H -2.074 0.753 2.568 -0.12 0.23 -0.10
H -3.109 1.494 1.309 0.23 0.07 0.16
H -0.117 3.209 2.898 0.09 -0.14 -0.24
H 1.294 3.022 1.826 -0.22 -0.10 0.16
H 0.759 1.659 2.846 -0.09 0.22 -0.13
H -3.400 -2.347 -2.093 0.21 0.12 0.08
H -1.771 -2.953 -1.648 -0.20 0.19 -0.10
H -1.958 -1.821 -3.012 -0.14 -0.04 0.23
H -3.784 -0.559 0.960 0.37 -0.39 -0.19
H -2.327 -1.511 1.430 -0.41 0.07 -0.37
H -3.560 -2.231 0.346 0.19 0.40 0.10
H -4.243 0.170 -1.781 0.30 0.00 0.17
H -2.813 0.867 -2.585 -0.12 -0.01 0.22
H -3.317 1.474 -0.981 -0.02 -0.26 -0.18
H 4.348 0.906 -1.727 -0.12 -0.22 -0.10
H 3.013 0.363 -2.807 0.36 0.02 0.34
H 3.669 -0.765 -1.585 0.06 0.49 -0.06
H 4.211 1.070 0.871 -0.16 -0.04 0.06
H 3.219 -0.379 1.249 0.04 0.45 -0.11
H 2.696 1.225 1.827 0.24 -0.18 -0.20
H 3.335 3.050 -0.973 -0.33 0.06 0.02
H 1.792 3.311 -0.091 0.25 -0.17 -0.33
H 1.770 2.920 -1.844 0.19 0.03 0.26
C 0.771 -1.445 -3.423 0.13 -0.43 0.32
C 0.777 -0.164 -4.003 -0.54 1.23 -1.07
C 0.198 0.006 -5.263 0.54 0.47 0.50
C -0.383 -1.072 -5.949 -0.04 -0.33 -0.16
C -0.413 -2.347 -5.359 0.56 -0.75 0.44
C 0.278 -2.547 -4.173 -0.46 -0.20 -0.50
S 1.191 -1.858 -1.811 -0.67 0.19 0.01
H -0.316 0.848 -2.022 0.20 -0.20 0.47
H 1.240 0.723 -3.535 -0.40 -0.77 -0.21
H 0.217 0.981 -5.761 0.09 -0.36 0.31
H -0.709 -0.945 -6.986 -0.20 0.11 0.66
H -0.862 -3.217 -5.862 0.27 0.64 0.18
H 0.441 -3.535 -3.745 -0.34 0.09 -0.21
C 0.986 -2.195 4.047 0.30 0.41 0.10
C 1.650 -3.125 3.017 0.02 -0.01 -0.06
C 1.472 -2.423 1.669 0.00 -0.19 -0.50
O 0.708 -1.198 1.884 0.56 -0.04 -0.06
C 0.111 -1.272 3.198 -0.72 -0.41 0.27
H 0.393 -2.769 4.769 0.16 0.32 -0.13
H 1.739 -1.599 4.594 -0.33 -0.36 -0.20
H 1.164 -4.106 2.985 0.20 0.20 0.12
H 2.714 -3.254 3.230 -0.24 -0.16 0.05
H 2.452 -2.176 1.214 -0.54 0.07 0.14
H 0.924 -3.062 0.953 0.15 0.26 0.25
H -0.886 -1.731 3.088 0.12 0.19 0.06
H -0.017 -0.262 3.626 0.20 -0.38 -0.32
```
Forces are in eV/Å.

Values from the calculation:
- Lowest unoccupied orbital energy (alpha / beta): -10.58 / -11.87 eV
- Charge: +3
- HOMO energy (alpha / beta): -16.4318 / -16.2349 eV
- Spin multiplicity: 3
- ΔE to the lowest compared entry with this formula, charge and spin: 292.14 kJ/mol
- DFT total energy: -2459.26236 Ha

DFT (ωB97M-V/def2-TZVPD) results for C2H3InLiO as an isolated structure in a non-equilibrium geometry.

```
8
Properties=species:S:1:pos:R:3:forces:R:3
O 1.601 -0.401 1.466 -1.11 -3.57 -2.93
C 1.456 -1.289 0.744 1.23 4.64 2.74
In 1.145 0.350 -2.924 2.10 1.81 -0.51
Li -1.233 -0.159 -3.104 -1.98 -0.41 -0.16
H 1.737 -2.246 0.358 -0.26 -0.89 -0.26
C 0.258 -0.817 -1.496 0.51 -1.04 1.29
H 0.682 -1.611 -2.113 -0.09 -1.09 0.10
H -0.647 -1.209 -1.025 -0.41 0.55 -0.27
```
Forces are in eV/Å.

Values from the calculation:
- Lowest unoccupied orbital energy (alpha / beta): -10.06 / -11.58 eV
- Charge: +2
- HOMO energy (alpha / beta): -18.1716 / -18.1594 eV
- Spin multiplicity: 2
- ΔE to the lowest compared entry with this formula, charge and spin: 0.00 kJ/mol
- DFT total energy: -350.05173 Ha

DFT (ωB97M-V/def2-TZVPD) results for one molecule with the formula C3H3ClO in a non-equilibrium geometry.

```
8
Properties=species:S:1:pos:R:3:forces:R:3
C -1.076 1.646 -0.193 -5.54 -9.06 1.56
C -0.450 0.462 0.256 2.63 2.78 -3.24
Cl -0.762 -1.152 0.001 -1.73 -1.47 0.21
C 1.146 0.571 0.191 3.18 -2.14 -0.83
O 2.067 -0.262 -0.211 -5.62 3.98 2.11
H -0.481 2.381 -0.089 3.51 5.86 0.41
H -2.276 1.656 -0.337 3.33 0.27 0.08
H 1.453 1.568 0.568 0.24 -0.23 -0.29
```
Forces are in eV/Å.

Values from the calculation:
- Structure (SMILES): C=C(Cl)C=O
- Lowest unoccupied orbital energy: -0.53 eV
- Charge: 0
- HOMO energy: -10.1387 eV
- ΔE to the lowest compared entry with this formula, charge and spin: 206.87 kJ/mol
- DFT total energy: -651.42966 Ha

DFT (ωB97M-V/def2-TZVPD) results for C15H40FFeO5 as an isolated structure in a non-equilibrium geometry.

```
62
Properties=species:S:1:pos:R:3:forces:R:3
Fe 22.189 -23.456 10.185 0.13 -1.63 4.59
F 21.508 -24.526 11.625 0.53 1.49 -2.34
C 21.914 -23.709 15.378 -0.71 -0.70 0.44
C 21.728 -25.202 15.084 0.24 0.49 -1.16
C 20.301 -25.565 14.667 -0.05 0.21 1.29
O 22.604 -25.516 13.989 0.88 -0.28 -0.45
H 21.175 -23.422 16.130 0.07 0.33 -0.06
H 21.732 -23.172 14.445 -0.04 0.20 0.06
H 22.906 -23.488 15.767 0.06 -0.05 -0.09
H 22.117 -25.801 15.905 -0.32 -0.08 0.05
H 19.867 -24.833 13.984 0.20 -0.05 -0.28
H 19.657 -25.525 15.550 -0.04 -0.06 -0.01
H 20.227 -26.579 14.280 0.13 0.06 -0.18
H 22.234 -25.198 13.155 -0.32 -0.09 0.44
C 24.871 -26.904 10.141 -0.31 0.32 0.42
C 24.621 -25.479 10.667 1.80 -1.50 0.30
C 25.851 -24.607 10.506 -0.57 1.13 -0.29
O 23.513 -24.980 9.819 -0.73 1.07 -0.50
H 25.052 -26.830 9.063 -0.15 -0.27 -0.08
H 24.039 -27.556 10.408 -0.12 0.00 -0.39
H 25.756 -27.388 10.552 0.10 0.37 0.19
H 24.280 -25.506 11.702 -0.31 0.10 -0.07
H 25.628 -23.645 10.975 0.42 0.02 0.11
H 26.070 -24.363 9.464 -0.15 -0.31 -0.12
H 26.773 -25.013 10.915 -0.27 -0.25 0.32
H 23.561 -25.594 9.064 -0.48 0.35 -0.22
C 17.965 -28.017 10.506 0.45 -0.56 0.22
C 19.182 -27.385 11.168 0.19 -0.65 0.71
C 20.466 -27.394 10.357 -0.43 -0.36 -0.30
O 18.840 -26.053 11.526 0.13 0.76 -0.20
H 17.105 -27.901 11.163 -0.18 0.63 -0.35
H 18.020 -29.106 10.440 0.58 0.02 -0.06
H 17.852 -27.655 9.485 -0.45 0.27 0.14
H 19.407 -27.932 12.097 -0.19 -0.03 -0.05
H 21.331 -27.040 10.923 -0.10 0.11 0.16
H 20.304 -26.761 9.478 0.19 -0.14 -0.21
H 20.667 -28.428 10.071 0.13 0.11 -0.30
H 19.674 -25.607 11.725 -0.22 -0.09 0.21
C 23.086 -20.770 13.315 -1.23 -0.26 0.23
C 23.640 -21.134 11.957 1.49 1.19 1.18
C 25.157 -20.911 11.953 0.31 -0.06 -0.68
O 23.393 -22.547 11.709 -0.81 -0.60 -1.52
H 23.493 -21.383 14.121 0.28 0.12 -0.07
H 22.005 -20.940 13.336 0.00 -0.08 -0.04
H 23.189 -19.713 13.559 0.44 -0.02 -0.15
H 23.127 -20.519 11.217 0.08 -0.45 -0.45
H 25.650 -21.428 12.780 -0.27 0.16 0.28
H 25.399 -19.849 11.997 -0.17 0.02 0.30
H 25.693 -21.266 11.069 -0.45 -0.06 -0.26
H 23.837 -23.060 12.406 -0.25 -0.26 -0.01
C 19.273 -21.907 12.428 0.17 0.48 -0.44
C 19.427 -22.224 10.943 -1.81 -0.86 0.74
C 18.471 -21.430 10.091 -0.73 0.28 -0.62
O 20.817 -22.048 10.488 1.42 0.18 -0.91
H 19.320 -20.824 12.568 0.14 0.00 0.13
H 19.994 -22.402 13.076 0.04 -0.12 -0.11
H 18.267 -22.198 12.731 0.03 -0.16 -0.05
H 19.239 -23.287 10.779 0.12 -0.02 -0.01
H 18.529 -21.591 9.012 0.48 -0.14 0.05
H 18.438 -20.352 10.265 0.44 -0.01 0.21
H 17.450 -21.754 10.307 0.11 -0.17 0.32
H 20.960 -21.102 10.305 0.05 -0.10 -0.05
```
Forces are in eV/Å.

Values from the calculation:
- Lowest unoccupied orbital energy (alpha / beta): -8.47 / -11.36 eV
- Charge: +2
- HOMO energy (alpha / beta): -14.8861 / -14.8560 eV
- Spin multiplicity: 6
- ΔE to the lowest compared entry with this formula, charge and spin: 0.00 kJ/mol
- DFT total energy: -2334.62292 Ha

DFT (ωB97M-V/def2-TZVPD) results for C3H5NO2 as an isolated structure.

```
11
Properties=species:S:1:pos:R:3:forces:R:3
C -1.110 1.581 -0.172 -0.09 -0.14 -0.24
N 0.713 0.405 -0.002 -0.27 0.13 -0.08
C 0.229 -0.802 0.184 -0.16 0.11 -0.07
O -0.853 -1.291 0.471 0.44 -0.06 -0.08
C 1.470 -1.799 -0.013 -0.01 -0.25 -0.35
O 1.902 -2.156 -1.069 -0.40 0.47 0.53
H -1.731 0.709 -0.362 0.03 0.23 -0.05
H -1.512 2.225 0.619 0.18 -0.23 -0.06
H -0.783 2.141 -1.046 -0.03 -0.23 0.18
H -0.110 1.246 0.451 0.39 -0.14 0.17
H 1.787 -2.259 0.940 -0.07 0.11 0.05
```
Forces are in eV/Å.

Values from the calculation:
- Lowest unoccupied orbital energy (alpha / beta): -1.49 / -1.49 eV
- Charge: 0
- HOMO energy (alpha / beta): -9.6762 / -9.6767 eV
- ΔE to the lowest compared entry with this formula, charge and spin: 476.12 kJ/mol
- DFT total energy: -322.39299 Ha